This record from the Open Molecules 2025 dataset describes the molecule C5H9NO in a non-equilibrium geometry. The level of theory is ωB97M-V/def2-TZVPD.

Geometry as XYZ:
```
16
Properties=species:S:1:pos:R:3:forces:R:3
C -0.9826 0.9194 0.3654 -0.8 -0.3 -1.4
C -2.3434 0.4147 -0.1079 1.1 0.9 -0.5
C 0.1242 -1.3771 0.4014 0.1 0.2 -0.1
C 0.2291 0.1041 0.1609 0.4 0.0 0.1
N 2.5673 0.0659 -0.4722 0.2 -0.1 -0.1
C 1.3547 0.6986 -0.2595 -0.5 0.0 0.3
O -1.9861 0.4942 1.2373 -0.3 -0.2 1.6
H -0.8205 1.9960 0.3692 -0.1 0.0 -0.1
H 2.5131 -0.9309 -0.6093 0.1 0.0 -0.1
H 3.1903 0.5255 -1.1162 0.0 -0.1 0.0
H -3.0369 1.1603 -0.4797 -0.2 0.0 0.2
H -2.4723 -0.5869 -0.4974 0.2 -0.1 -0.1
H 1.3837 1.7717 -0.3966 0.0 0.1 0.0
H 1.0178 -1.7495 0.9006 0.0 -0.1 0.0
H -0.7328 -1.5815 1.0390 0.0 -0.1 0.0
H -0.0056 -1.9247 -0.5351 0.0 -0.1 0.0
```
Positions in Å, forces in eV/Å.

2S+1: 1
LUMO (Eh): 0.0345
E_tot (a.u.): -325.8502
HOMO (eV): -7.8
M (g/mol): 99.13
Relative energy (zero: lowest compared OMol25 entry of this formula, charge and spin) (kcal/mol): 54.8
Largest force on an atom (hartree/bohr): 0.03277

Löwdin population analysis, charges in e, atoms 1 to 8:
1. C -0.265
2. C -0.108
3. C -0.049
4. C -0.261
5. N 0.054
6. C -0.177
7. O -0.049
8. H 0.139

This record from the Open Molecules 2025 dataset describes a cluster of 7 separate species, C46H72F12N2O23PSSi in total in a non-equilibrium geometry. The level of theory is ωB97M-V/def2-TZVPD.

Geometry as XYZ:
```
158
Properties=species:S:1:pos:R:3:forces:R:3
C 0.4265 -2.4026 2.5696 -0.3 -0.3 0.3
C -0.5623 -3.3132 1.8523 0.6 -0.1 0.0
C -0.8808 -2.9752 0.3846 0.0 0.2 -0.1
C -2.0054 -1.9302 0.4300 0.0 -1.1 1.0
P -3.6548 -2.6426 0.9850 -1.4 0.5 -1.0
C -3.6685 -4.4158 0.5688 0.5 0.3 0.4
C -3.8777 -2.3765 2.7647 0.7 -0.2 0.2
N -2.3211 -1.2953 -0.9013 0.5 0.2 0.0
S -3.3873 0.1783 -0.8526 -1.4 0.9 -0.9
O -3.0289 0.9485 -1.9842 0.8 -0.1 0.0
O -4.7328 -0.2228 -0.7341 -0.1 -0.5 0.6
C -2.9834 1.2763 0.6232 0.6 0.2 0.9
F -3.8791 2.2300 0.4530 -0.5 0.1 -0.1
F -3.1980 0.6801 1.7946 0.1 -0.4 -0.1
C -1.5842 1.9445 0.5812 0.2 0.3 -0.2
F -0.6244 0.9946 0.4686 0.0 -0.4 0.3
F -1.5507 2.6592 -0.5369 0.0 0.3 -0.2
C -1.1932 2.9118 1.7790 0.3 -0.2 0.0
F -2.2463 3.2982 2.4941 -0.4 -0.3 -0.1
F -0.6496 3.9883 1.2129 0.1 0.4 -0.2
C -0.0955 2.3894 2.7644 -0.3 0.4 0.6
F -0.0860 3.2135 3.7984 -0.1 0.6 0.2
F -0.3236 1.1850 3.2702 -0.4 -0.7 -0.6
F 1.0912 2.4159 2.2046 0.5 -0.2 -0.6
C -1.1606 -0.9602 -1.7843 0.4 -0.1 -0.1
C -0.0047 -1.9830 -1.8295 -0.3 -0.4 -0.1
C -0.3863 -2.9820 -2.9405 -0.1 -0.4 0.0
C -1.6261 -3.7445 -2.5849 -0.2 0.0 -0.2
O -2.7030 -3.4220 -3.0324 -0.3 0.4 0.2
C 1.1297 -1.1260 -2.3916 -0.2 0.0 0.7
O 1.5899 -1.2894 -3.4639 0.4 0.0 -0.8
N 1.5932 -0.0325 -1.5294 0.4 -0.2 -0.4
C 1.3288 1.1937 -2.1021 -0.3 -0.3 0.2
O 0.3405 1.5029 -2.6713 -0.5 0.2 -0.4
F 2.3135 2.0320 -1.8796 0.6 0.5 0.2
C 0.3634 -2.6170 -0.4550 -0.3 0.5 0.0
C 1.2832 -3.8356 -0.5964 0.2 0.2 -0.3
F 1.6972 -4.2265 0.6414 0.0 -0.1 0.3
F 0.5538 -4.8958 -1.0668 -0.1 -0.2 -0.2
C 2.5290 -3.6499 -1.4265 0.6 -0.1 0.3
C 3.5785 -2.7964 -0.7118 -0.1 -0.1 -0.4
Si 5.2096 -2.7139 -1.6591 0.5 0.0 0.3
C 5.7698 -4.3959 -2.2399 -0.1 0.3 -0.2
C 6.4848 -2.0843 -0.4380 -0.6 0.0 -0.3
C 5.0096 -1.5151 -3.0768 -0.1 -0.2 0.1
C 4.8919 -0.1572 -2.7773 -0.1 0.0 0.0
C 4.7372 0.7925 -3.7709 0.0 -0.1 0.1
C 4.7084 0.3953 -5.1002 0.0 0.1 0.4
C 4.8172 -0.9464 -5.4141 -0.1 0.1 -0.2
C 4.9583 -1.8941 -4.4145 0.0 0.1 0.0
H -0.0022 -1.4438 2.8245 0.0 0.5 -0.1
H 0.6783 -2.8754 3.5116 0.0 -0.1 0.3
H 1.3627 -2.2892 2.0485 0.2 0.2 -0.2
H -0.1491 -4.3101 1.8627 0.0 -0.3 0.0
H -1.4651 -3.3671 2.4491 -0.3 0.0 -0.1
H -1.2692 -3.8843 -0.0535 -0.3 -0.2 0.0
H -1.7454 -1.1894 1.1711 0.2 0.6 -0.1
H -2.9853 -5.0462 1.1264 0.2 -0.2 0.0
H -4.6860 -4.7405 0.7353 -0.3 -0.1 0.1
H -3.5068 -4.5043 -0.4982 0.1 -0.1 -0.3
H -3.0267 -1.8492 3.1571 0.4 0.4 0.3
H -4.7526 -1.7784 2.9681 -0.3 0.0 -0.1
H -3.9177 -3.3026 3.3178 -0.2 -0.4 0.1
H -2.9206 -1.9733 -1.4002 -0.2 0.1 -0.1
H -0.7918 0.0297 -1.5760 -0.1 0.2 0.5
H -1.5608 -0.8968 -2.7848 -0.2 0.1 -0.2
H -0.6215 -2.4111 -3.8267 0.0 0.2 -0.3
H 0.3987 -3.6722 -3.2190 0.3 -0.1 0.2
H -1.5852 -4.5769 -1.8786 0.3 -0.3 -0.1
H 2.5988 -0.1135 -1.3965 0.1 -0.1 0.1
H 0.9449 -1.8774 0.0849 0.1 0.3 0.1
H 2.9566 -4.6366 -1.5682 -0.1 -0.4 0.0
H 2.3387 -3.2604 -2.4151 -0.2 0.0 -0.2
H 3.7960 -3.2049 0.2690 0.0 -0.1 0.2
H 3.2003 -1.7899 -0.5584 0.1 0.3 0.2
H 6.8147 -4.3014 -2.5181 0.3 0.0 0.0
H 5.7183 -5.1648 -1.4780 -0.1 -0.1 0.2
H 5.2626 -4.7399 -3.1332 -0.3 -0.2 -0.1
H 6.1324 -1.1851 0.0572 0.0 0.2 0.1
H 7.4183 -1.8650 -0.9398 0.3 0.0 0.0
H 6.6413 -2.8398 0.3221 0.2 -0.2 0.2
H 4.9191 0.1678 -1.7445 0.1 0.1 0.2
H 4.6444 1.8289 -3.4927 0.0 0.2 -0.1
H 4.6065 1.1418 -5.8675 0.0 0.1 -0.3
H 4.7727 -1.2372 -6.4493 0.0 -0.2 -0.2
H 5.0275 -2.9322 -4.6963 0.1 -0.2 0.0
C -4.2865 -9.9839 -2.7659 0.0 -0.2 0.1
O -4.4969 -9.0415 -3.8224 0.0 0.0 0.0
C -3.7962 -7.9219 -3.7146 -0.1 0.0 0.0
O -3.0282 -7.6466 -2.8245 0.0 0.0 0.1
O -4.0842 -7.1406 -4.7529 0.1 0.0 0.0
C -3.3688 -5.9061 -4.7425 0.0 0.1 -0.2
H -4.9193 -10.8358 -2.9914 0.0 0.0 -0.1
H -3.2460 -10.2993 -2.7356 0.0 0.1 0.0
H -4.5765 -9.5568 -1.8084 0.1 0.0 0.0
H -2.2951 -6.0888 -4.7947 0.0 0.0 0.1
H -3.6147 -5.3394 -3.8540 0.0 0.0 0.1
H -3.6831 -5.3513 -5.6216 -0.1 -0.1 0.0
C 6.6052 7.3531 -1.7455 0.2 0.1 0.0
O 5.9408 6.1074 -1.5056 0.0 0.0 0.0
C 4.6299 6.2161 -1.3149 0.1 0.0 0.0
O 3.9915 7.2332 -1.3294 -0.1 0.0 0.0
O 4.1383 4.9920 -1.1032 0.0 -0.2 0.0
C 2.7278 4.9609 -0.8841 -0.1 0.2 0.1
H 7.6551 7.1142 -1.8814 0.0 -0.1 0.0
H 6.2180 7.8266 -2.6448 -0.1 0.0 0.0
H 6.4889 8.0192 -0.8937 -0.1 0.0 0.0
H 2.1924 5.3392 -1.7530 0.0 0.1 0.0
H 2.4605 5.5394 -0.0014 0.0 0.1 -0.1
H 2.4675 3.9266 -0.7225 0.1 -0.1 0.0
C 2.0689 3.4389 5.8808 0.1 -0.2 0.0
O 3.0437 4.1705 6.6190 0.1 -0.1 0.0
C 2.5282 5.1558 7.3591 0.1 0.0 0.0
O 1.3613 5.4374 7.4291 -0.1 0.0 0.0
O 3.5231 5.7614 7.9950 0.0 0.0 0.0
C 3.1140 6.8480 8.8330 0.1 0.1 0.1
H 2.6115 2.6757 5.3275 0.1 0.0 0.1
H 1.3576 2.9629 6.5552 -0.1 0.1 0.0
H 1.5508 4.0916 5.1885 -0.1 0.1 0.0
H 2.4419 6.4977 9.6130 -0.1 0.0 0.0
H 2.6308 7.6245 8.2444 -0.1 0.0 0.0
H 4.0207 7.2407 9.2816 0.1 -0.1 0.0
C -3.3892 1.6087 -4.8525 -0.1 0.0 -0.1
O -2.7409 1.4332 -6.1138 0.0 -0.1 0.0
C -2.2524 2.5626 -6.6310 0.0 0.0 0.0
O -2.3208 3.6504 -6.1244 0.0 0.1 0.0
O -1.6793 2.2727 -7.7945 0.0 0.0 0.0
C -1.1105 3.4012 -8.4671 0.1 0.1 -0.2
H -3.7333 0.6256 -4.5456 0.0 -0.1 -0.1
H -2.6913 1.9989 -4.1205 0.0 0.1 0.0
H -4.2440 2.2760 -4.9483 0.0 0.1 0.0
H -0.3281 3.8536 -7.8617 0.0 0.0 0.1
H -1.8776 4.1373 -8.6958 0.0 0.0 0.1
H -0.6844 3.0198 -9.3895 0.0 -0.1 0.0
C -0.7193 0.1655 5.9957 0.0 0.1 0.2
O 0.0615 -0.5430 6.9591 0.0 0.1 0.0
C -0.4846 -1.6831 7.3842 -0.1 0.0 -0.1
O -1.5317 -2.1401 6.9990 0.0 0.0 -0.1
O 0.3220 -2.2230 8.2827 0.1 -0.1 0.1
C -0.1388 -3.4623 8.8362 0.0 -0.1 0.1
H -0.1525 1.0522 5.7396 0.1 0.0 0.1
H -0.8649 -0.4389 5.1090 -0.1 -0.2 -0.1
H -1.6806 0.4588 6.4152 0.0 -0.1 0.0
H -0.2417 -4.2146 8.0570 -0.1 0.0 0.0
H -1.0868 -3.3224 9.3500 -0.1 0.0 -0.1
H 0.6186 -3.7748 9.5470 0.1 0.1 0.0
C -7.3991 6.9142 2.9729 -0.2 0.1 0.1
O -6.7669 6.7588 1.6976 0.0 0.0 0.0
C -5.5607 6.2106 1.7453 -0.1 0.0 0.0
O -4.9828 5.8425 2.7350 0.0 -0.1 0.1
O -5.0889 6.1257 0.4990 0.0 0.0 0.0
C -3.7837 5.5636 0.4224 0.2 0.0 -0.2
H -8.3645 7.3693 2.7773 0.0 0.0 -0.1
H -7.5403 5.9472 3.4506 0.1 0.0 0.0
H -6.8108 7.5658 3.6148 0.1 -0.1 0.0
H -3.7829 4.5522 0.8168 0.0 0.0 0.1
H -3.0671 6.1781 0.9648 0.0 -0.1 0.1
H -3.5122 5.5392 -0.6298 -0.1 0.1 0.0
```
Positions in Å, forces in eV/Å.

2S+1: 1
LUMO (Eh): -0.1210
E_tot (a.u.): -5863.2548
HOMO (eV): -11.4
M (g/mol): 1340.18
Total charge: +1
Largest force on an atom (hartree/bohr): 0.03766

Löwdin population analysis, charges in e, atoms 1 to 8:
1. C -0.053
2. C -0.186
3. C -0.244
4. C -0.349
5. P 0.977
6. C -0.244
7. C -0.253
8. N -0.089